(1)
Density functional theory data (ωB97M-V with the def2-TZVPD basis set) for a 2-piece molecular cluster, C3H10NO overall.

**HOMO level**: -2.61 eV
**Net charge**: -1
**Lowest unoccupied orbital energy**: 4.44 eV
**Gap between HOMO and LUMO**: 7.05 eV

Geometry as XYZ:
```
15
Properties=species:S:1:pos:R:3:forces:R:3:lowdin_charge:R:1
C -0.824733 -0.738693 2.324989 0.36 0.11 -0.47 -0.433
O 0.017890 0.198587 1.814459 0.01 0.32 0.05 -0.411
H -0.984180 -1.608904 1.639128 -0.21 0.04 -0.08 0.038
H -1.829985 -0.321279 2.553392 -0.15 -0.25 0.21 0.033
H -0.426069 -1.221562 3.235584 -0.14 -0.02 0.44 0.027
C -0.645544 0.035862 -1.648530 0.05 0.02 -0.14 -0.211
N 0.428879 -0.257002 -0.732087 -0.03 0.74 0.28 -0.201
C 1.520175 0.681658 -0.903761 -0.24 0.50 -0.07 -0.209
H -0.388277 -0.218338 -2.678489 0.18 -0.19 -0.27 0.048
H -0.903506 1.115392 -1.696990 -0.20 -0.13 0.24 0.060
H -1.525100 -0.563346 -1.394632 -0.03 0.22 0.07 0.062
H 0.113834 -0.011276 0.280710 0.13 -0.70 -0.15 0.023
H 2.149517 0.479600 -1.773946 0.10 -0.18 -0.15 0.049
H 1.169245 1.736711 -1.015825 -0.02 -0.24 -0.06 0.063
H 2.127854 0.692588 -0.004003 0.18 -0.23 0.10 0.061
```
Positions in Å, forces in eV/Å.


(2)
Density functional theory data (ωB97M-V with the def2-TZVPD basis set) for a 2-piece molecular cluster, C3H10NO overall at a distorted geometry.

**HOMO level**: -2.36 eV
**Net charge**: -1
**Lowest unoccupied orbital energy**: 4.36 eV
**Gap between HOMO and LUMO**: 6.73 eV

Geometry as XYZ:
```
15
Properties=species:S:1:pos:R:3:forces:R:3:lowdin_charge:R:1
C 2.378143 0.028245 -0.789146 1.51 -0.05 1.00 -0.474
O 1.670453 -0.239813 0.350982 0.55 -0.16 -1.37 -0.429
H 1.853755 0.587910 -1.620237 0.14 0.22 0.45 0.032
H 2.871438 -0.804154 -1.367078 -0.69 -0.61 0.16 0.014
H 3.381678 0.536250 -0.523837 -0.92 0.51 -0.50 0.035
C -1.750973 -0.155716 -0.652583 -1.04 0.33 2.02 -0.202
N -0.845778 0.623221 0.221079 0.55 -0.70 -1.65 -0.203
C -0.865224 0.053594 1.592521 -0.64 1.17 -0.66 -0.175
H -2.829804 0.227250 -0.441832 1.43 -1.18 -0.58 0.084
H -1.634676 -1.281907 -0.602911 -0.44 0.78 0.76 0.072
H -1.494345 -0.027639 -1.660253 0.17 0.98 -1.62 0.027
H 0.092488 0.576286 -0.261079 -0.67 -0.43 1.84 0.052
H -1.614521 0.722698 2.064580 0.06 -0.74 0.50 0.052
H -1.277156 -0.963938 1.490358 0.41 0.07 0.70 0.049
H 0.064518 0.117707 2.199442 -0.41 -0.18 -1.07 0.066
```
Positions in Å, forces in eV/Å.


(3)
Density functional theory data (ωB97M-V with the def2-TZVPD basis set) for a 2-piece molecular cluster, C3H10NO overall at a distorted geometry.

**HOMO level**: -14.54 eV
**Net charge**: +1
**Lowest unoccupied orbital energy**: -3.38 eV
**Gap between HOMO and LUMO**: 11.16 eV

Geometry as XYZ:
```
15
Properties=species:S:1:pos:R:3:forces:R:3:lowdin_charge:R:1
C -0.613333 -0.230385 2.743641 -0.12 0.50 0.44 -0.071
C -0.493577 0.250533 1.331415 0.97 -1.02 -0.75 -0.100
C 0.493302 -0.215115 0.573061 -0.20 0.55 0.38 -0.097
N 0.719176 0.256065 -0.814895 0.23 -0.08 0.17 0.185
H -1.611377 -0.049403 3.130680 0.04 0.10 0.15 0.084
H -0.369772 -1.274130 2.935252 -0.06 -0.12 -0.59 0.091
H 0.124735 0.311919 3.341706 -0.32 0.24 0.13 0.096
H -1.163624 0.964610 0.866091 -0.28 0.10 0.43 0.124
H 1.269433 -0.877548 0.924545 -0.07 -0.19 -0.11 0.130
H 1.704095 0.074470 -1.056897 -0.58 -0.10 -0.35 0.178
H 0.071583 -0.156869 -1.499628 0.46 -0.14 -0.21 0.126
H 0.585718 1.255292 -0.949449 -0.04 0.31 0.28 0.167
H -0.220331 0.515675 -4.310523 -0.04 0.53 -0.57 0.057
H -0.313596 -0.872736 -3.730178 -0.07 -0.14 -0.14 0.064
O -0.182431 0.047622 -3.484820 0.09 -0.53 0.76 -0.035
```
Positions in Å, forces in eV/Å.


(4)
Density functional theory data (ωB97M-V with the def2-TZVPD basis set) for an isolated ion of composition C3H10NO and charge +1 at a distorted geometry.

**Structure (SMILES)**: [NH3+]CCCO
**HOMO level**: -14.38 eV
**Net charge**: +1
**Lowest unoccupied orbital energy**: -4.17 eV
**Gap between HOMO and LUMO**: 10.20 eV

Geometry as XYZ:
```
15
Properties=species:S:1:pos:R:3:forces:R:3:lowdin_charge:R:1
N 1.762944 -0.335541 0.479071 0.67 0.10 -3.17 0.145
C 0.296912 -0.461603 0.914585 0.03 -2.60 2.88 -0.189
C -0.531097 0.589944 0.278590 -0.55 0.89 -0.69 -0.161
C -1.484280 -0.046703 -0.800326 -0.79 2.82 0.70 -0.223
O -1.420686 0.703974 -2.004657 -2.09 -0.56 0.88 -0.028
H 2.201361 -0.164252 1.360867 1.34 -0.10 0.31 0.134
H 1.947858 0.565497 -0.169311 -0.62 -2.52 1.83 0.222
H 2.187569 -1.197614 -0.058640 -0.96 1.99 1.56 0.222
H -0.091045 -1.563693 0.775957 0.99 2.16 -0.22 0.168
H 0.371343 -0.402337 2.075355 -0.26 0.18 -1.99 0.157
H -1.064475 1.258854 1.054446 0.80 -1.12 -1.45 0.162
H 0.193594 1.225610 -0.309612 -0.99 -0.05 0.70 0.113
H -1.348767 -1.084925 -0.964282 0.52 -1.11 -0.09 0.100
H -2.490743 0.105410 -0.393573 0.02 -0.28 -0.43 0.131
H -0.530489 0.807378 -2.238470 1.91 0.20 -0.81 0.048
```
Positions in Å, forces in eV/Å.


(5)
Density functional theory data (ωB97M-V with the def2-TZVPD basis set) for a 2-piece molecular cluster, C3H10NO2 overall at a distorted geometry.

**2S+1**: 2
**HOMO level (alpha / beta)**: -9.69 / -9.70 eV
**<S²>**: 0.75
**Net charge**: 0
**Lowest unoccupied orbital energy (alpha / beta)**: 0.78 / -2.06 eV
**Gap between HOMO and LUMO (alpha / beta)**: 10.47 / 7.64 eV

Geometry as XYZ:
```
16
Properties=species:S:1:pos:R:3:forces:R:3:lowdin_charge:R:1
C 1.025203 -1.194403 0.467847 0.50 -0.49 -1.65 -0.110
N 0.507388 0.097676 -0.004377 -0.73 -0.56 -0.06 -0.156
C -0.960641 0.125144 -0.200175 0.81 0.72 1.37 -0.182
C -1.345960 0.260822 -1.705448 -0.97 -1.28 1.29 -0.329
O -0.787116 1.370854 -2.197400 -0.15 0.45 -0.12 0.052
H 2.106914 -1.147237 0.595474 0.00 0.30 0.08 0.084
H 0.874058 -1.893961 -0.377690 -0.11 -0.45 0.80 0.086
H 0.629409 -1.557051 1.408929 -0.46 0.21 -0.03 0.084
H 0.830007 0.218358 -0.952160 0.80 0.33 0.05 0.099
H -1.302393 0.997590 0.379117 -0.30 0.00 -0.64 0.118
H -1.469409 -0.712825 0.295289 0.18 -0.19 -0.60 0.122
H -2.451277 0.167071 -1.612829 0.20 0.64 -0.78 0.119
H -0.967090 -0.633528 -2.220027 0.14 -0.07 0.01 0.127
H 1.158622 0.962412 1.322858 0.50 0.64 0.62 -0.019
H 0.654004 1.568472 2.621814 0.63 0.05 0.02 0.024
O 1.498280 1.370606 2.178779 -1.05 -0.30 -0.35 -0.121
```
Positions in Å, forces in eV/Å.


(6)
Density functional theory data (ωB97M-V with the def2-TZVPD basis set) for an isolated ion of composition C3H10NO2 and charge +1 at a distorted geometry.

**Structure (SMILES)**: C[NH2+][C@@H](O)OC
**HOMO level**: -14.55 eV
**Net charge**: +1
**Lowest unoccupied orbital energy**: -3.57 eV
**Gap between HOMO and LUMO**: 10.98 eV

Geometry as XYZ:
```
16
Properties=species:S:1:pos:R:3:forces:R:3:lowdin_charge:R:1
C -2.449315 -0.360077 0.054050 0.25 -1.47 0.56 0.024
N -1.053267 -0.310538 0.569746 1.70 1.19 2.29 0.050
C 0.036528 0.221974 -0.420868 4.21 1.49 3.84 -0.176
O 0.253889 1.585886 -0.585481 -0.50 -1.15 1.51 0.042
O 1.323058 -0.342050 0.467343 -5.09 0.28 -0.91 -0.164
C 2.531168 -0.169207 -0.137263 1.71 2.65 -2.07 -0.155
H -2.426457 -0.147381 -0.972775 -0.12 0.77 -1.31 0.088
H -2.931030 -1.337324 0.128833 0.48 -0.06 0.38 0.119
H -2.978301 0.324086 0.654176 -0.94 0.94 0.13 0.093
H -1.070815 0.199813 1.557902 0.44 -0.72 -2.77 0.243
H -0.551807 -1.171163 0.860401 -0.75 -0.22 -0.43 0.178
H -0.066016 -0.293687 -1.358427 -0.11 -0.12 -0.35 0.170
H 0.693929 2.046070 0.222153 -1.08 -1.51 -1.66 0.187
H 3.345476 -0.536438 0.461799 0.01 -0.05 0.65 0.099
H 2.719045 0.933490 -0.406341 -0.03 -1.30 0.73 0.115
H 2.623922 -0.643452 -1.095244 -0.19 -0.73 -0.60 0.085
```
Positions in Å, forces in eV/Å.


Here are the calculated E_tot numbers, same order: -6809.839, -6808.897, -6803.658, -6802.326, -8855.271, -8849.341 (eV).
Here are the calculated ΔE to the lowest compared entry with this formula, charge and spin numbers, same order: 21.59, 43.31, 15.05, 45.77, 12.57, 69.18 (kcal/mol).